41
Properties=species:S:1:pos:R:3:forces:R:3:mulliken_charge:R:1 method="wB97M-V/def2-TZVPD" homo_lumo_gap_ev=2.87 energy_ha=-2794.842615 homo_energy_ev=-3.693 fmax_ev_per_a=1.83 charge=-1
C 1.12199 -0.05938 1.69167 0.3 -0.9 -0.1 -0.84
C 1.72482 -1.46121 1.50699 -0.4 0.1 -0.3 -0.80
P 2.29430 -1.78616 -0.27304 0.2 -0.2 0.4 0.41
C 2.84088 -2.19748 -2.07727 0.6 0.3 1.7 0.52
C 1.90281 -2.31414 -3.06460 -0.5 -0.1 -0.8 -0.44
C 2.27742 -2.62085 -4.36229 -0.6 0.1 0.5 -0.45
C 3.62918 -2.79932 -4.58110 -0.1 -0.1 -0.9 -0.24
C 4.48129 -2.64129 -3.53263 1.6 0.1 0.6 -1.05
N 4.15951 -2.33968 -2.26463 -0.6 0.2 -0.5 -0.47
H 0.27521 -0.09682 2.36217 -0.1 0.2 0.2 0.29
H 1.86862 0.60894 2.09687 0.0 0.4 -0.1 0.26
H 0.76218 0.30141 0.72764 -0.1 0.3 -0.1 0.23
H 2.52449 -1.68406 2.20884 0.2 0.1 0.1 0.47
H 0.93796 -2.19022 1.69204 0.0 -0.3 0.0 0.42
H 3.42667 -2.53725 0.17519 0.0 0.0 -0.1 -0.02
H 2.50390 -0.40042 -0.51409 0.0 0.0 -0.1 -0.04
H 0.99914 -2.31123 -0.58753 0.0 0.1 -0.1 -0.05
H 0.86158 -2.16297 -2.82091 -0.2 0.0 0.1 0.27
H 1.56462 -2.72836 -5.15959 0.1 -0.1 -0.5 0.50
H 3.98349 -3.06011 -5.56798 -0.3 0.0 -0.4 0.51
H 5.54378 -2.76636 -3.74168 0.2 -0.1 0.2 0.51
Na 4.70184 -0.13838 -4.41469 -0.4 -0.6 0.0 0.94
F 2.63593 -2.91757 -7.04958 0.2 0.2 0.0 -0.90
C 0.06667 2.48531 4.95846 0.0 0.5 0.3 0.00
Cl -1.30054 1.53826 4.34406 0.0 -0.1 0.1 -0.13
Cl 1.05688 3.05489 3.57428 0.1 0.0 -0.1 -0.20
Cl -0.47422 3.79344 5.96625 -0.3 -0.4 0.0 -0.01
H 0.68606 1.82584 5.55088 0.0 -0.1 -0.1 0.28
F -2.44853 3.93571 7.73885 0.1 0.1 0.0 -0.94
C -6.83938 2.01963 0.10000 -0.2 0.0 0.0 -0.64
O -5.75416 1.75306 0.98388 -0.1 0.0 0.0 -0.31
C -4.55001 1.97085 0.45373 0.0 0.0 0.1 0.76
O -4.33879 2.35233 -0.66874 0.0 0.0 -0.1 -0.55
O -3.63651 1.69134 1.37242 0.0 0.0 0.0 -0.22
C -2.28599 1.87793 0.94362 0.3 0.0 0.0 -0.32
H -7.74827 1.80339 0.65431 0.1 0.0 0.1 0.22
H -6.84195 3.06534 -0.20237 0.1 0.0 -0.1 0.29
H -6.78952 1.37655 -0.77729 0.1 0.1 0.0 0.29
H -2.10985 2.91594 0.66796 -0.1 0.0 -0.1 0.33
H -2.06098 1.22281 0.10220 -0.1 0.1 -0.1 0.27
H -1.65251 1.62029 1.78771 -0.2 0.0 0.0 -0.14

---

36
Properties=species:S:1:pos:R:3:forces:R:3:lowdin_spin:R:1 method="wB97M-V/def2-TZVPD" homo_lumo_gap_ev="4.60 / 4.61" multiplicity=5 s_squared=6.02 energy_ha=-2052.162656 homo_energy_ev="0.286 / 0.255" e_above_lowest_kcal_mol=17.13 fmax_ev_per_a=4.88 charge=-2
C -0.39425 0.84824 -1.27560 0.6 0.8 0.8 0.11
C 1.03738 0.87360 -1.18755 -0.8 0.8 0.9 0.10
C 1.38919 1.10552 0.18537 -1.0 0.7 -0.5 0.11
C 1.98308 0.83466 -2.33004 0.1 0.0 -0.2 0.01
C 0.16733 1.18724 0.96052 0.1 1.1 -1.5 0.10
C -0.93595 1.03149 0.04834 0.9 1.3 -0.5 0.13
C -2.37072 1.25377 0.38622 -0.1 -0.1 -0.1 0.02
C -1.15428 0.79383 -2.55400 -0.1 -0.1 -0.1 0.01
C 2.76976 1.40376 0.65155 0.2 0.0 0.1 0.01
C 0.06150 1.64191 2.37407 0.1 0.0 0.1 0.01
Os 0.29351 -1.03668 0.18103 -1.8 -4.1 1.9 2.60
Cl 1.68611 -2.17420 -1.28649 1.7 -1.1 -1.7 0.29
Cl -1.67816 -1.75104 -0.78112 -0.6 0.2 -0.8 0.16
Cl 1.74163 -1.19123 2.02919 1.6 0.5 1.3 0.13
H 1.59195 0.22701 -3.15102 0.1 0.0 0.1 0.00
H 2.95042 0.42272 -2.03069 -0.1 0.0 -0.1 0.00
H 2.14929 1.85255 -2.70934 0.0 0.0 -0.1 0.01
H 3.48365 0.67892 0.24547 0.0 0.1 0.2 0.00
H 2.83279 1.38195 1.74144 0.1 -0.1 -0.2 0.00
H 3.06758 2.40261 0.30335 0.0 0.0 0.0 0.01
H 0.85771 1.21339 2.98729 -0.1 0.0 0.0 0.00
H -0.90495 1.36560 2.80277 0.1 0.0 0.0 0.00
H 0.14797 2.73722 2.40498 0.0 -0.1 0.1 0.01
H -2.56714 1.01445 1.43696 -0.1 0.0 -0.2 0.00
H -3.04250 0.64714 -0.23219 0.1 -0.1 0.3 0.00
H -2.61054 2.31685 0.22836 0.0 -0.1 0.1 0.01
H -0.74625 0.02018 -3.21664 -0.2 0.1 0.1 0.00
H -1.07255 1.76163 -3.07089 0.0 -0.1 0.0 0.01
H -2.21256 0.58290 -2.37358 0.2 -0.1 -0.1 0.00
O -4.80098 -1.77650 -0.00891 -1.2 0.0 0.9 0.00
H -5.47470 -1.91352 0.71008 0.8 0.2 -0.9 0.00
C 0.39840 -4.02885 1.31188 -0.3 2.0 -0.6 0.02
O -0.11442 -2.71943 1.07530 -0.5 -0.9 0.3 0.12
H 0.24739 -4.18452 2.38305 0.4 -0.3 0.1 0.00
H 1.45835 -4.09548 1.00823 -0.3 -0.2 0.2 0.00
H -0.23506 -4.72771 0.75260 0.3 -0.2 0.0 0.00

---

35
Properties=species:S:1:pos:R:3:forces:R:3:mulliken_charge:R:1 method="wB97M-V/def2-TZVPD" homo_lumo_gap_ev=4.40 energy_ha=-2100.759231 homo_energy_ev=0.974 e_above_lowest_kcal_mol=0.00 fmax_ev_per_a=1.47 charge=-2
C -0.68240 0.94821 -1.17628 1.1 -0.8 -0.2 0.57
C -0.85207 -0.43488 -1.45731 1.1 0.6 0.4 0.43
C 0.43442 -1.04193 -1.46561 -0.2 1.4 0.3 0.69
C -2.12698 -1.13074 -1.73348 -0.3 -0.4 0.1 -1.35
C 1.40298 -0.03101 -1.20649 -1.4 0.2 -0.3 0.52
C 0.71499 1.20027 -1.04294 -0.7 -1.1 -0.4 0.39
C 1.33509 2.51483 -0.77157 0.1 0.2 0.0 -1.81
C -1.76056 1.95599 -1.08286 -0.3 0.3 0.0 -1.61
C 0.69833 -2.47004 -1.70795 0.0 -0.5 -0.1 -1.51
C 2.86791 -0.22962 -1.12566 0.2 -0.1 0.0 -1.62
Sn -0.60799 -0.50542 2.47758 1.0 0.5 -0.6 1.20
Cl -1.61622 -2.47643 1.51201 -0.1 0.2 0.3 -0.46
Cl -2.74661 0.67753 2.34683 -0.3 0.1 0.2 -0.56
Cl 1.52921 -1.59939 2.05631 0.2 -0.1 0.1 -0.55
H -2.96724 -0.43008 -1.70634 -0.1 -0.1 0.0 0.38
H -2.31625 -1.92514 -0.99156 -0.1 0.2 -0.3 0.14
H -2.10467 -1.60575 -2.72404 -0.2 -0.1 -0.1 0.28
H -0.01311 -3.11175 -1.16518 0.1 0.0 -0.1 0.24
H 1.71020 -2.73630 -1.38418 -0.1 -0.1 0.0 0.36
H 0.61627 -2.71174 -2.78050 0.0 -0.3 0.0 0.26
H 3.10035 -1.12315 -0.52979 0.2 0.1 0.0 0.30
H 3.33198 0.63877 -0.64218 0.1 -0.2 0.0 0.35
H 3.32322 -0.35245 -2.12401 0.2 0.0 0.1 0.21
H 2.28192 2.38565 -0.23738 0.0 0.2 0.1 0.40
H 0.66836 3.12874 -0.15502 0.2 0.1 0.0 0.37
H 1.55000 3.06883 -1.70342 0.0 0.1 0.2 0.24
H -2.69024 1.52303 -0.68834 0.1 0.2 0.0 0.32
H -1.98409 2.39426 -2.06971 -0.2 0.2 0.0 0.19
H -1.46969 2.78007 -0.41722 -0.1 -0.1 0.0 0.36
O 0.30671 1.20863 1.86158 -0.4 -0.2 1.0 -0.66
H -0.06807 1.95952 2.35803 -0.1 -0.5 -0.4 0.23
C -0.47598 -0.61911 4.63545 -0.2 0.2 -0.3 -1.12
H 0.59302 -0.59664 4.90004 -0.5 -0.1 -0.1 0.28
H -0.97200 -1.54082 4.97448 0.2 0.4 0.0 0.27
H -1.01078 0.28806 4.96673 0.2 -0.5 0.2 0.27

---

32
Properties=species:S:1:pos:R:3:forces:R:3:mulliken_charge:R:1 method="wB97M-V/def2-TZVPD" homo_lumo_gap_ev=8.54 energy_ha=-533.257690 homo_energy_ev=-8.017 fmax_ev_per_a=4.99
C -0.83438 0.63642 -2.69172 0.7 1.2 -0.3 -0.27
C 0.56593 0.46469 -2.97598 -0.5 1.1 0.0 -0.47
C 1.31214 1.28071 -2.05783 -1.0 1.0 -0.6 -0.70
C 0.37339 1.98028 -1.22097 -0.1 0.1 -1.2 -0.44
C -0.95826 1.54799 -1.58479 0.9 0.8 -1.4 -0.57
Hf 0.15324 -0.36359 -0.73274 -1.4 -4.7 1.1 0.76
N -1.31135 -1.85210 -0.72601 -1.0 1.5 0.7 -0.45
C -0.50954 -2.96665 -1.12230 1.1 -0.8 -0.4 -0.54
C 0.89327 -2.34046 -1.47618 0.1 -0.3 -0.3 -0.86
H 2.38831 1.44875 -2.08512 -0.3 -0.3 0.2 0.45
H 0.98324 -0.09818 -3.80690 -0.1 0.0 0.4 0.53
H 0.61275 2.76996 -0.51412 0.0 -0.4 0.0 0.57
H -1.88806 1.98151 -1.22311 0.3 -0.3 0.1 0.53
H -1.66098 0.23898 -3.27967 0.3 -0.1 0.5 0.42
H 1.07217 -2.39515 -2.55400 0.1 -0.1 0.2 0.24
H -0.92641 -3.51105 -1.99488 0.1 0.3 0.2 0.28
H -2.28531 -2.06893 -0.52705 0.4 0.2 -0.2 0.12
H 1.70772 -2.84666 -0.95079 0.0 0.1 -0.1 0.36
H -0.40223 -3.72678 -0.32326 0.0 0.3 -0.1 0.27
C -1.31119 1.03794 2.06033 -0.2 0.1 0.1 -1.15
C 0.21658 1.01716 2.10434 0.6 -0.2 0.2 1.08
C 0.68631 1.01914 3.56638 -0.1 0.3 -0.1 -1.65
C 0.81612 -0.17756 1.33524 0.0 0.6 0.6 -1.30
H -1.72706 0.17449 2.60015 0.1 0.2 -0.2 0.29
H -1.73046 1.01914 1.04033 0.2 0.0 0.2 0.18
H -1.68640 1.95177 2.54102 0.0 -0.2 -0.1 0.39
H 0.59186 1.94424 1.63477 -0.1 -0.2 0.2 -0.13
H 0.29965 0.14355 4.09726 0.0 0.0 -0.1 0.37
H 1.77711 1.00157 3.62672 -0.1 0.0 0.0 0.38
H 0.33036 1.91672 4.08024 0.0 0.0 0.1 0.42
H 1.91173 -0.11192 1.32021 0.1 0.0 0.2 0.55
H 0.53972 -1.11597 1.84042 0.1 0.0 0.0 0.37